[1]
C5H11ClN2 | ωB97M-V/def2-TZVPD

Properties
ΔE to the lowest compared entry with this formula, charge and spin, kcal per mole: 99.2
Energy, Eh: -766.6493
Highest occupied orbital energy, eV: -9.74
LUMO level, eV: 0.593
Charge: 0

XYZ file:
```
19
Properties=species:S:1:pos:R:3:forces:R:3:mulliken_charge:R:1
C -1.5708 -0.3326 1.0730 -0.65 -4.46 -0.22 -1.199
C -0.9885 -0.3699 -0.3742 -5.41 -3.98 1.18 -0.107
C -0.3654 0.6817 -1.0877 -2.40 5.22 -2.25 -0.512
C 0.4250 -0.2840 -0.4262 6.79 -2.37 1.46 0.603
C 1.4209 0.0224 0.7669 -2.65 -0.37 -0.89 -0.857
H -0.8530 -1.4328 1.5384 -3.07 2.86 -1.05 0.210
H -1.1912 0.3368 1.7871 0.21 1.52 0.53 0.449
H -2.8112 -0.4311 1.1334 3.65 0.05 -0.02 0.250
H -1.6579 -1.1405 -0.9623 2.09 1.11 1.07 0.265
H -0.1621 0.6243 -2.1443 -0.88 0.01 -0.42 0.420
H 0.1441 2.3973 -0.3554 -3.04 0.59 0.05 0.336
H -1.4329 1.9220 0.1071 -1.47 -0.26 2.88 0.339
H 1.3506 -2.0727 -0.5735 -0.94 -0.57 0.20 0.329
H 2.1214 -1.1317 -1.4360 -1.72 0.68 -0.29 0.321
H 1.4073 -0.9237 1.3155 1.21 0.17 0.06 0.441
H 0.9694 0.7441 1.4257 0.32 0.62 0.25 0.343
N -0.8757 2.1005 -0.6450 7.06 -1.18 -3.03 -0.720
N 1.0996 -1.3517 -1.2445 1.44 0.71 -0.17 -0.738
Cl 2.9706 0.6417 0.1020 -0.54 -0.35 0.66 -0.173
```
Forces are in eV/Å.

---

[2]
C5H11ClN2 | ωB97M-V/def2-TZVPD

Properties
ΔE to the lowest compared entry with this formula, charge and spin, kcal per mole: 159.6
Energy, Eh: -766.5531
Highest occupied orbital energy, eV: -8.52
LUMO level, eV: -0.111
Charge: 0

XYZ file:
```
19
Properties=species:S:1:pos:R:3:forces:R:3:mulliken_charge:R:1
C 1.6947 0.8602 -0.1499 0.87 -0.28 2.91 -0.720
C 0.9924 -0.4897 0.2671 1.96 0.75 3.45 -0.132
C -0.2061 -0.5978 -0.5368 -3.60 -2.08 1.49 0.016
C -1.3627 -1.5914 -0.0900 0.53 -4.11 2.15 -0.612
C -2.2349 -0.4652 0.3860 0.38 2.18 0.35 -0.403
H 2.0988 2.8806 0.8206 -3.71 -2.36 -3.32 0.283
H 0.9383 2.7421 -1.2026 1.06 -1.11 5.19 0.285
H 1.7632 0.4762 -1.1161 1.37 1.35 -2.47 0.442
H 2.5639 1.0519 0.4579 1.25 -1.92 -0.73 0.219
H 0.9762 -0.5485 1.3878 -1.19 0.16 -1.05 0.306
H -0.0251 -0.9266 -1.5359 0.70 0.80 -1.27 0.342
H -1.8079 -2.3290 -0.8461 0.70 1.62 0.53 0.291
H -1.2042 -2.3869 0.8312 0.37 2.04 -2.14 0.194
H -2.2466 -0.3662 1.5904 -0.55 -0.14 -2.93 0.231
H -3.2722 -0.5189 -0.1705 1.85 0.87 1.52 0.235
H -0.8399 1.4237 -0.1024 0.00 1.22 0.76 0.305
N 1.1576 2.2269 0.1939 0.72 3.04 -3.17 -0.681
N -1.1270 0.4942 -0.2258 -2.39 -2.96 -0.73 -0.381
Cl 2.1415 -1.9356 0.0413 -0.33 0.92 -0.54 -0.220
```
Forces are in eV/Å.

---

[3]
C5H11CrO4 | ωB97M-V/def2-TZVPD

Properties
Energy, Eh: -1542.4010
Highest occupied orbital energy (spin up / spin down), eV: -7.88 / -8.88
LUMO level (spin up / spin down), eV: 0.222 / -2.571
Spin multiplicity: 6
Charge: 0

XYZ file:
```
21
Properties=species:S:1:pos:R:3:forces:R:3:lowdin_spin:R:1
C -2.1265 -0.6424 1.8565 0.33 0.36 -0.24 0.006
O -1.6586 -1.9193 1.5315 2.01 -0.80 -1.19 0.002
H -3.0801 -0.7723 2.3904 0.31 0.14 -0.19 0.000
H -1.4138 -0.0701 2.4720 -0.19 -0.21 0.11 0.002
H -2.2810 -0.0340 0.9466 -0.24 -0.07 0.07 0.003
O 1.3484 2.7220 -0.6185 0.10 1.30 -1.14 0.319
C 1.4516 2.4741 -1.9018 0.50 0.29 0.10 0.223
C 0.2652 1.2090 -2.2547 -0.40 -0.54 0.21 0.219
O 0.4125 0.3238 -1.2905 -0.14 0.32 -1.17 0.311
C -0.3930 -1.9327 0.5774 -3.33 -1.06 1.88 0.005
C 0.8523 -1.5874 1.3875 -0.01 -0.14 -0.60 0.015
O 1.0580 -0.2272 1.5461 0.08 -0.40 0.68 0.061
Cr 0.8735 1.1686 0.4058 0.13 -0.61 0.80 3.767
H 2.3523 1.9171 -2.2207 -0.21 0.15 0.06 0.020
H 1.1670 3.2871 -2.5916 0.04 -0.18 0.17 0.012
H 0.5248 0.8693 -3.2705 -0.05 0.09 0.21 0.010
H -0.6459 1.8306 -2.2050 0.21 -0.07 -0.04 0.022
H -0.3259 -2.9835 0.2547 -0.12 0.17 0.44 0.000
H -0.8679 -1.4348 -0.2851 1.42 0.64 0.28 0.002
H 1.7086 -2.1001 0.8997 -0.10 0.38 -0.07 0.003
H 0.7784 -2.0978 2.3701 -0.33 0.24 -0.38 -0.001
```
Forces are in eV/Å.

---

[4]
C5H11CsO2 | ωB97M-V/def2-TZVPD

Properties
Energy, Eh: -367.5063
Highest occupied orbital energy (spin up / spin down), eV: -6.43 / -6.43
LUMO level (spin up / spin down), eV: -0.424 / -0.411
Charge: 0

XYZ file:
```
19
Properties=species:S:1:pos:R:3:forces:R:3:mulliken_charge:R:1
C -1.7632 -1.6211 2.6004 0.83 -0.62 0.38 -0.980
C -1.9884 -0.3883 3.1263 -2.58 0.99 1.42 -0.166
O -0.4337 0.9958 0.5161 0.48 -0.36 -0.19 -0.793
C -0.7223 0.7450 -0.8053 0.03 0.07 0.79 -0.697
C 0.4684 0.9094 -1.7426 -0.08 0.37 -0.12 -0.316
O 1.4987 0.0040 -1.3626 0.26 -0.45 0.16 -0.215
C 2.6352 0.0491 -2.1933 -0.14 0.04 -0.06 -0.729
Cs 1.5915 -0.5431 1.8403 -0.76 0.53 -0.63 0.946
H -1.2812 -2.4108 3.1855 1.48 0.33 -0.95 0.368
H -2.3392 -1.9515 1.7304 -0.83 -0.21 0.96 0.193
H -3.0273 -0.3110 3.4596 -1.63 0.15 -2.30 0.244
H -1.8627 0.6161 3.5399 2.83 -0.70 0.46 0.327
H -1.5171 1.4108 -1.2172 0.11 -0.07 0.01 0.247
H -1.1045 -0.2948 -0.9577 0.04 0.08 -0.14 0.204
H 0.8604 1.9424 -1.6917 -0.13 -0.20 0.06 0.283
H 0.1671 0.7032 -2.7861 0.10 -0.02 0.13 0.309
H 3.1785 -0.8968 -2.0785 -0.06 0.18 -0.02 0.229
H 2.3387 0.1596 -3.2494 0.17 -0.02 0.20 0.270
H 3.3011 0.8821 -1.9141 -0.11 -0.08 -0.16 0.276
```
Forces are in eV/Å.

---

[5]
C5H11F | ωB97M-V/def2-TZVPD

Properties
ΔE to the lowest compared entry with this formula, charge and spin, kcal per mole: 129.8
Energy, Eh: -296.7650
Highest occupied orbital energy, eV: -10.34
LUMO level, eV: 0.801
Charge: 0

XYZ file:
```
17
Properties=species:S:1:pos:R:3:forces:R:3:mulliken_charge:R:1
C 2.2172 0.2538 -0.6044 0.89 -0.25 -1.12 -0.664
C 1.2273 -0.7725 -0.0218 1.83 0.96 3.16 -0.466
C 0.4239 0.0313 0.9910 1.24 1.45 2.13 -1.077
C -0.6442 1.0859 0.3149 0.68 -1.17 2.11 -0.280
C -1.5629 0.3369 -0.5729 -0.23 -0.82 -3.54 -0.369
H 1.9416 1.2670 0.2931 2.02 -2.51 -3.84 0.202
H 1.8003 0.3543 -1.8978 2.03 0.39 4.03 0.170
H 3.6531 -0.3563 -0.4610 -4.27 2.26 -0.71 0.251
H 0.5673 -1.2515 -0.6351 -1.31 -1.21 -2.27 0.464
H 1.6936 -1.5698 0.6257 -0.06 0.72 -0.95 0.272
H 0.1876 -0.6391 1.8317 -1.45 0.36 -0.52 0.407
H 1.3561 0.5525 1.5553 -2.51 -0.23 -0.89 0.387
H -0.0118 1.7299 -0.2669 0.00 0.65 -0.29 0.186
H -1.3261 1.6766 0.9690 1.24 -0.36 0.28 0.311
H -1.0495 0.1676 -1.6287 -1.02 0.06 1.99 0.191
H -2.5612 0.8467 -0.8276 1.40 -0.75 0.75 0.312
F -1.8022 -0.9322 -0.0221 -0.48 0.48 -0.31 -0.297
```
Forces are in eV/Å.

---

[6]
C5H11F2O3P | ωB97M-V/def2-TZVPD

Properties
ΔE to the lowest compared entry with this formula, charge and spin, kcal per mole: 61.7
Energy, Eh: -963.8476
Highest occupied orbital energy (spin up / spin down), eV: -9.27 / -7.55
LUMO level (spin up / spin down), eV: -0.249 / -0.413
Charge: 0

XYZ file:
```
22
Properties=species:S:1:pos:R:3:forces:R:3:mulliken_charge:R:1
C 0.0461 -1.2729 -2.4622 0.01 0.18 0.41 -1.290
C 2.5024 -0.3053 1.5580 -0.31 0.38 -0.41 -0.972
C -0.1359 -0.1899 -1.4110 -0.47 0.07 -0.76 -0.089
C -1.9216 1.2356 1.8300 0.05 -0.15 -0.15 -0.301
C -1.1705 1.1547 3.1336 -0.45 -0.16 0.95 0.346
O 1.5845 1.8300 0.0119 0.19 0.86 -0.20 -0.683
O -1.0677 1.5034 0.7381 -0.62 0.61 -0.30 -0.443
O 0.5995 -0.5341 -0.2493 0.24 -0.23 0.54 -0.243
F -1.2234 2.2855 3.8855 0.23 -0.62 -0.57 -0.251
F -1.5615 0.1230 3.9291 0.35 0.64 -0.57 -0.257
P 1.1409 0.6243 0.7229 0.55 -1.21 0.95 0.742
H -0.2934 -2.2312 -2.0726 -0.01 -0.06 -0.04 0.315
H -0.5387 -1.0205 -3.3430 -0.05 -0.01 -0.10 0.379
H 1.0916 -1.3615 -2.7431 0.10 -0.01 -0.06 0.331
H 2.8929 0.3070 2.3627 0.02 0.06 0.10 0.336
H 2.1372 -1.2534 1.9326 -0.07 -0.11 0.05 0.310
H 3.2664 -0.4527 0.7971 0.12 -0.10 -0.02 0.315
H -1.1926 -0.1022 -1.1392 0.11 0.03 -0.06 0.192
H 0.2066 0.7815 -1.7839 -0.07 -0.13 0.05 0.364
H -2.6923 2.0151 1.8804 0.02 -0.18 0.19 0.309
H -2.3756 0.2593 1.6323 0.03 0.22 0.12 0.269
H -0.7238 2.4057 0.8092 0.03 -0.06 -0.11 0.321
```
Forces are in eV/Å.